Entry 1:
{"formula": "C29H39N3PdSSi2", "method": "ωB97M-V/def2-TZVPD", "symbols": ["Pd", "C", "C", "C", "C", "C", "C", "C", "C", "S", "C", "N", "C", "C", "C", "C", "C", "C", "C", "C", "H", "H", "H", "H", "H", "H", "H", "H", "H", "H", "H", "H", "H", "H", "H", "H", "C", "Si", "C", "C", "N", "C", "C", "C", "C", "C", "C", "N", "Si", "C", "C", "C", "H", "H", "H", "H", "H", "H", "H", "H", "H", "H", "H", "H", "H", "H", "H", "H", "H", "H", "H", "H", "H", "H", "H"], "positions_angstrom": [[0.202, -0.615, 0.303], [-2.484, 4.759, -3.574], [-1.723, 4.655, -2.235], [-1.807, 6.008, -1.495], [-0.234, 4.414, -2.575], [-2.350, 3.550, -1.367], [-3.699, 3.632, -0.977], [-4.316, 2.650, -0.186], [-3.549, 1.552, 0.223], [-3.998, 0.197, 1.183], [-2.407, -0.442, 1.049], [-1.579, 0.292, 0.338], [-2.212, 1.425, -0.136], [-1.617, 2.429, -0.933], [-1.995, -1.703, 1.672], [-2.826, -2.531, 2.439], [-2.331, -3.718, 2.991], [-1.004, -4.089, 2.782], [-0.169, -3.275, 2.021], [-0.665, -2.093, 1.473], [-2.035, 5.517, -4.227], [-3.534, 5.040, -3.433], [-2.468, 3.804, -4.112], [-1.335, 6.807, -2.077], [-1.300, 5.958, -0.524], [-2.842, 6.315, -1.310], [0.167, 5.227, -3.193], [-0.094, 3.484, -3.137], [0.384, 4.364, -1.671], [-4.307, 4.480, -1.288], [-5.359, 2.743, 0.098], [-0.573, 2.288, -1.188], [-3.866, -2.274, 2.624], [-2.985, -4.353, 3.585], [-0.621, -5.012, 3.211], [0.867, -3.551, 1.849], [1.358, -2.283, -3.768], [0.369, -2.671, -2.229], [-1.318, -1.896, -2.405], [0.149, -4.518, -2.034], [1.088, -1.980, -0.838], [2.447, -2.282, -0.280], [3.323, -3.212, -0.868], [4.576, -3.447, -0.299], [4.962, -2.761, 0.854], [4.098, -1.834, 1.446], [2.832, -1.585, 0.886], [1.834, -0.606, 1.451], [1.934, 0.413, 2.832], [1.696, 2.163, 2.232], [0.506, -0.040, 3.943], [3.483, 0.390, 3.881], [0.829, -2.694, -4.653], [2.368, -2.733, -3.711], [1.453, -1.183, -3.875], [-1.825, -2.315, -3.298], [-1.209, -0.798, -2.521], [-1.921, -2.114, -1.500], [-0.374, -4.919, -2.926], [-0.460, -4.720, -1.129], [1.130, -5.023, -1.933], [3.053, -3.757, -1.758], [5.249, -4.163, -0.752], [5.934, -2.948, 1.290], [4.442, -1.337, 2.326], [0.745, 2.233, 1.665], [2.542, 2.445, 1.572], [1.660, 2.850, 3.102], [-0.443, 0.034, 3.373], [0.474, 0.656, 4.806], [0.637, -1.079, 4.309], [4.358, 0.709, 3.279], [3.640, -0.620, 4.312], [3.354, 1.109, 4.716], [1.690, -1.420, 0.302]], "mulliken_charge": [-1.38, -1.65, 1.95, -1.65, -2.06, 0.56, -0.27, -1.46, 1.50, -0.70, -0.03, 0.66, -2.93, 0.60, 0.78, -0.66, -0.62, -0.80, -0.43, 0.71, 0.44, 0.31, 0.36, 0.43, 0.36, 0.31, 0.43, 0.37, 0.38, 0.30, 0.32, 0.52, 0.30, 0.32, 0.33, 0.36, -1.00, -0.22, -0.70, -0.94, 0.05, -0.09, -0.78, -0.97, -0.71, -0.89, 0.52, 0.09, -0.25, -0.64, -0.71, -1.19, 0.30, 0.29, 0.25, 0.41, 0.03, 0.10, 0.34, 0.25, 0.30, 0.15, 0.38, 0.39, 0.04, 0.01, 0.25, 0.31, 0.11, 0.43, 0.19, 0.28, 0.27, 0.29, 3.11], "relative_energy_ev": 5.012, "gap_ev": [2.53, 4.02], "homo_ev": [1.89, 0.38], "charge": -2, "multiplicity": 3, "total_energy_ev": -65242.6262}

---

Entry 2:
{"formula": "C29H39N6O5STi", "method": "ωB97M-V/def2-TZVPD", "symbols": ["Ti", "O", "C", "O", "C", "O", "C", "C", "O", "O", "H", "H", "H", "H", "H", "N", "C", "C", "C", "C", "C", "C", "N", "C", "C", "C", "S", "C", "N", "H", "H", "H", "H", "H", "H", "H", "N", "C", "C", "C", "N", "H", "H", "H", "H", "H", "H", "H", "H", "H", "H", "C", "C", "C", "C", "C", "C", "C", "C", "C", "C", "C", "C", "N", "H", "H", "H", "H", "H", "H", "H", "H", "H", "H", "H", "H", "H", "H", "H", "H", "H"], "positions_angstrom": [[0.667, -0.011, 0.698], [-0.914, -4.961, 1.203], [-0.399, -3.823, 0.688], [0.782, -3.681, 0.523], [-1.485, -2.785, 0.413], [-1.340, -1.617, 1.187], [-1.339, -1.858, 2.596], [0.096, -1.907, 3.135], [0.299, -2.476, 4.202], [0.939, -1.289, 2.408], [-0.159, -5.533, 1.408], [-1.422, -2.473, -0.629], [-2.458, -3.248, 0.604], [-1.853, -1.017, 3.063], [-1.874, -2.778, 2.839], [-0.991, 2.735, 3.732], [-2.223, 2.358, 3.212], [-3.512, 2.704, 3.562], [-4.551, 2.152, 2.811], [-4.281, 1.296, 1.748], [-2.979, 0.952, 1.397], [-1.934, 1.489, 2.143], [-0.570, 1.304, 2.034], [-0.014, 2.018, 3.048], [1.331, 2.057, 3.432], [1.905, 2.846, 4.456], [3.583, 2.448, 4.622], [3.401, 1.278, 3.352], [2.231, 1.184, 2.832], [-0.851, 3.031, 4.683], [-3.713, 3.374, 4.389], [-5.576, 2.396, 3.060], [-5.105, 0.885, 1.177], [-2.766, 0.287, 0.571], [1.481, 3.692, 4.970], [4.241, 0.670, 3.042], [2.670, -1.078, 0.482], [3.775, -0.570, -0.348], [3.442, 0.690, -1.143], [3.128, 1.925, -0.305], [1.741, 1.915, 0.160], [2.885, -1.082, 1.476], [2.428, -2.037, 0.251], [4.079, -1.345, -1.056], [4.647, -0.366, 0.283], [2.590, 0.491, -1.795], [4.304, 0.908, -1.782], [3.339, 2.824, -0.896], [3.775, 1.961, 0.575], [1.083, 2.039, -0.606], [1.574, 2.622, 0.866], [0.119, -4.019, -2.657], [0.506, -2.556, -2.442], [1.809, -2.262, -3.195], [-0.556, -1.560, -2.852], [-1.379, -1.846, -3.931], [-2.256, -0.909, -4.456], [-2.218, 0.373, -3.928], [-1.407, 0.716, -2.855], [-1.253, 2.197, -2.555], [0.153, 2.649, -2.977], [-1.601, 2.650, -1.139], [-0.627, -0.284, -2.184], [0.002, -0.035, -1.012], [0.868, -4.674, -2.208], [0.057, -4.266, -3.720], [-0.850, -4.253, -2.211], [0.703, -2.399, -1.384], [1.668, -2.412, -4.269], [2.617, -2.921, -2.860], [2.113, -1.229, -3.039], [-1.327, -2.829, -4.388], [-2.908, -1.154, -5.285], [-2.820, 1.154, -4.385], [-1.954, 2.713, -3.221], [0.910, 1.985, -2.556], [0.359, 3.675, -2.658], [0.257, 2.598, -4.063], [-0.952, 2.191, -0.395], [-2.625, 2.374, -0.889], [-1.518, 3.738, -1.062]], "mulliken_charge": [0.32, -0.54, 0.55, -0.53, -0.63, -0.22, -0.71, 0.40, -0.80, -0.21, 0.43, -0.12, 0.52, 0.34, 0.61, -0.21, 0.27, -0.91, -0.64, -1.09, 0.31, -0.52, 1.19, 0.10, -0.77, -0.70, -0.31, -0.41, 0.47, 0.34, 0.42, 0.37, 0.43, 0.62, 0.40, 0.35, -0.15, -0.97, 0.33, -0.95, -0.27, 0.41, 0.13, 0.40, 0.36, -0.51, 0.46, 0.43, 0.37, -0.48, 0.42, -2.07, 3.48, -1.59, -0.48, -0.53, -1.52, -0.89, -0.10, 0.67, -1.38, -1.37, 0.17, 1.36, 0.41, 0.47, 0.38, -1.70, 0.37, 0.43, 0.24, 0.26, 0.35, 0.35, 0.66, 0.13, 0.36, 0.44, 0.18, 0.32, 0.49], "relative_energy_ev": 0.553, "gap_ev": [4.45, 6.15], "homo_ev": [-2.03, -3.75], "charge": -1, "multiplicity": 3, "total_energy_ev": -83839.7339}

---

Entry 3:
{"formula": "C29H39N9O2SSiY", "method": "ωB97M-V/def2-TZVPD", "symbols": ["Y", "C", "C", "C", "C", "C", "C", "C", "N", "N", "C", "C", "C", "C", "C", "C", "N", "C", "C", "C", "C", "C", "C", "N", "H", "H", "H", "H", "H", "H", "H", "H", "H", "H", "H", "H", "H", "H", "H", "H", "H", "H", "H", "H", "N", "N", "C", "N", "S", "H", "H", "H", "H", "H", "N", "N", "C", "O", "O", "H", "H", "H", "C", "Si", "C", "C", "C", "C", "C", "C", "C", "H", "H", "H", "H", "H", "H", "H", "H", "H", "H", "H"], "positions_angstrom": [[-9.256, -10.031, 11.239], [-9.797, -7.537, 8.488], [-8.268, -7.322, 8.634], [-7.346, -8.458, 8.424], [-6.392, -8.436, 7.432], [-5.466, -9.454, 7.302], [-5.456, -10.452, 8.223], [-6.494, -10.436, 9.146], [-7.411, -9.446, 9.297], [-10.510, -7.994, 9.687], [-10.635, -6.992, 10.748], [-11.181, -7.510, 12.068], [-11.885, -6.663, 12.939], [-12.434, -7.147, 14.089], [-12.240, -8.475, 14.457], [-11.588, -9.266, 13.547], [-11.077, -8.816, 12.360], [-11.881, -8.343, 9.310], [-11.958, -9.812, 8.845], [-13.027, -10.132, 8.005], [-13.197, -11.453, 7.653], [-12.352, -12.360, 8.208], [-11.314, -11.942, 8.971], [-11.035, -10.695, 9.306], [-9.932, -8.247, 7.643], [-10.248, -6.604, 8.178], [-7.993, -6.910, 9.581], [-7.979, -6.535, 7.942], [-6.401, -7.556, 6.770], [-4.742, -9.468, 6.560], [-4.804, -11.312, 8.206], [-6.515, -11.229, 9.878], [-11.266, -6.175, 10.415], [-9.581, -6.663, 10.965], [-11.951, -5.603, 12.711], [-13.015, -6.453, 14.698], [-12.688, -8.890, 15.381], [-11.609, -10.334, 13.639], [-12.158, -7.629, 8.559], [-12.519, -8.238, 10.209], [-13.677, -9.329, 7.682], [-13.989, -11.724, 6.918], [-12.498, -13.405, 8.126], [-10.655, -12.684, 9.355], [-8.654, -10.193, 14.065], [-7.607, -9.420, 14.551], [-7.073, -8.425, 13.836], [-5.872, -7.956, 14.286], [-7.868, -7.713, 12.542], [-9.416, -10.219, 14.750], [-8.253, -11.144, 13.943], [-7.068, -9.953, 15.262], [-5.526, -8.260, 15.166], [-5.492, -7.109, 13.925], [-8.312, -12.533, 10.264], [-7.354, -12.999, 11.223], [-7.206, -12.124, 12.285], [-7.137, -12.565, 13.442], [-7.186, -10.888, 11.929], [-9.167, -13.052, 10.393], [-7.950, -12.655, 9.314], [-7.639, -13.928, 11.465], [-10.895, -12.709, 14.415], [-10.725, -12.588, 12.476], [-9.880, -14.221, 12.179], [-12.498, -12.845, 11.850], [-13.023, -14.163, 11.598], [-14.359, -14.400, 11.345], [-15.251, -13.330, 11.346], [-14.777, -12.049, 11.673], [-13.436, -11.801, 11.823], [-11.876, -13.119, 14.740], [-10.773, -11.824, 15.027], [-10.087, -13.385, 14.675], [-10.451, -15.129, 12.536], [-8.946, -14.207, 12.757], [-9.700, -14.554, 11.160], [-12.351, -15.026, 11.626], [-14.721, -15.396, 11.160], [-16.307, -13.545, 11.058], [-15.453, -11.225, 11.662], [-13.159, -10.764, 12.086]], "mulliken_charge": [0.54, -0.97, -1.45, 0.77, -0.83, -0.52, -1.37, -0.41, 0.36, 1.33, -1.17, 0.50, -1.24, -0.66, -1.42, -0.41, 1.83, -1.73, 0.67, -1.15, -0.64, -1.19, 0.02, 0.78, 0.43, 0.55, 0.30, 0.55, 0.39, 0.50, 0.46, 0.79, 0.53, 0.31, 0.54, 0.42, 0.51, 0.21, 0.57, 0.52, 0.51, 0.40, 0.55, 0.34, -0.37, -0.57, 0.90, -0.45, -0.55, 0.35, 0.17, 0.32, 0.19, 0.22, -0.08, -0.33, 0.19, -0.71, -0.48, -0.63, 0.36, 0.54, -1.67, 2.35, -2.31, 0.89, -0.63, -0.68, -0.64, -0.75, -0.07, 0.33, 0.42, 0.51, 0.50, 0.55, 0.69, 0.15, 0.44, 0.32, 0.42, 0.05], "relative_energy_ev": 0.377, "gap_ev": 6.73, "homo_ev": -9.11, "charge": 1, "multiplicity": 1, "total_energy_ev": -67966.0381}